The following is a quantum chemistry calculation of a 13-piece molecular cluster, C30H91N5O13 overall, from OMol25.

Values from the calculation:
* E_tot: -2449.16005 Ha
* relative energy (zero: lowest compared OMol25 entry of this formula, charge and spin): 4.5210 eV
* LUMO energy: 0.0050 Ha
* frontier orbital gap: 9.33 eV
* total charge: 0
* HOMO level: -9.20 eV

XYZ file:
```
139
C30H91N5O13 wB97M-V/def2-TZVPD
O 8.49129 3.09550 16.18472
H 8.32586 3.71520 15.47421
H 7.72773 3.17632 16.75629
O -1.15081 1.72888 21.31934
H -1.00278 1.24217 22.13016
H -0.52413 1.35724 20.69854
O 0.11072 3.68919 16.39407
H -0.05015 4.62395 16.26521
H 1.05664 3.62432 16.52539
C 1.00642 -4.03942 17.35674
C 0.19303 -2.88323 16.92717
O 0.74154 -1.67514 17.49059
H 0.80809 -4.61752 18.25927
H 2.07845 -3.84281 17.36984
H 0.97016 -4.91008 16.70194
H -0.87840 -2.97472 17.10539
H 0.20106 -2.89469 15.83727
H 0.24209 -0.97612 17.06220
C 2.80389 0.58272 12.31011
C 3.97712 0.06068 13.16380
O 5.19396 0.36425 12.61701
H 2.81535 1.66240 12.16099
H 1.84594 0.49957 12.82344
H 2.69614 -0.01514 11.40510
H 3.80799 -1.00742 13.30043
H 4.12952 0.62490 14.08388
H 5.58403 -0.30892 12.05460
C 3.23412 -2.58358 22.76692
C 4.09773 -1.52312 22.24380
O 3.55060 -0.16736 22.27173
H 3.67626 -3.55931 22.56551
H 2.28475 -2.58937 22.23143
H 2.89113 -2.40673 23.78633
H 4.42787 -1.85389 21.25907
H 5.00816 -1.64300 22.83104
H 3.49820 0.12329 23.18517
C 10.68522 6.19135 22.95896
C 12.16477 6.06495 23.36432
O 12.99764 6.69133 22.37783
H 10.51760 7.25475 22.78818
H 9.98162 5.84365 23.71536
H 10.46325 5.66780 22.02904
H 12.65662 5.09712 23.46180
H 12.20019 6.57605 24.32641
H 13.21557 7.58692 22.64622
C 5.88456 6.32784 18.84009
C 5.59295 4.99355 19.56709
O 4.88575 4.17189 18.68697
H 5.98003 7.18892 19.50152
H 5.11615 6.63861 18.13221
H 6.88654 6.28090 18.41356
H 5.03109 5.14986 20.48796
H 6.52965 4.49649 19.81937
H 4.62442 3.41251 19.21295
C -4.33499 8.06875 14.37100
C -2.86246 7.95374 14.70895
C -1.86044 7.63200 13.59762
O -0.53191 7.82345 14.07512
C 0.41311 7.68475 13.05988
N -2.45495 9.09761 15.56789
H -4.77172 7.15325 13.97195
H -4.59242 8.89640 13.71008
H -4.87068 8.12763 15.31844
H -2.80094 7.14926 15.44185
H -1.83781 8.47725 12.90977
H -1.98110 6.65697 13.12556
H 0.33355 6.80404 12.42261
H 1.37482 7.58818 13.56376
H 0.37591 8.50550 12.34358
H -2.71348 9.95231 15.09593
H -1.44559 9.06219 15.56942
C 8.58139 16.30705 23.57201
C 8.74329 16.83320 22.16528
C 8.74068 15.68438 21.13391
O 9.98388 15.00797 21.35185
C 10.04250 13.84827 20.61311
N 7.71605 17.75431 21.85481
H 7.66559 15.79284 23.86358
H 8.75194 17.05266 24.34861
H 9.35508 15.60505 23.88296
H 9.70503 17.34426 22.12089
H 8.60305 16.08499 20.12958
H 7.85115 15.06647 21.25655
H 9.30923 13.10745 20.93186
H 10.98200 13.33155 20.80920
H 10.07375 13.99272 19.53318
H 7.88533 18.68569 22.20693
H 7.65479 17.78923 20.84728
C 9.53273 -3.35637 19.03343
C 9.56946 -1.78649 18.87749
C 10.33313 -1.13344 20.03892
O 9.79289 -1.36687 21.31408
C 10.49247 -0.73668 22.33278
N 9.95993 -1.39463 17.52575
H 8.98344 -3.82618 18.21755
H 8.90902 -3.55750 19.90443
H 10.48332 -3.87415 19.16147
H 8.53033 -1.45851 18.90510
H 10.30768 -0.05202 19.90492
H 11.38334 -1.42328 20.00528
H 11.57252 -0.88098 22.30492
H 10.11236 -1.27212 23.20278
H 10.31094 0.33809 22.33834
H 9.75191 -0.41210 17.63279
H 9.31583 -1.71504 16.81684
C 9.37126 11.17292 13.83812
C 8.60528 12.20177 12.92546
C 7.93617 13.31269 13.74839
O 6.91688 12.74322 14.53738
C 5.80853 13.47392 15.08601
N 9.52155 12.93096 12.06123
H 8.73760 10.66470 14.56494
H 10.19219 11.68219 14.34294
H 9.90195 10.50151 13.16308
H 7.81898 11.76190 12.31200
H 7.47218 14.02076 13.06178
H 8.63723 13.89280 14.34846
H 4.86867 13.68218 14.57474
H 6.14220 14.34107 15.65594
H 5.55246 12.83316 15.92978
H 9.91004 12.31213 11.36392
H 9.07849 13.60469 11.45304
C 3.39285 8.07869 27.10019
C 2.65973 7.46892 28.32598
C 3.14292 7.95098 29.74557
O 2.49384 7.27649 30.84512
C 3.22250 7.41363 32.08564
N 1.20306 7.55227 28.14489
H 4.46912 7.98180 27.24282
H 3.09222 9.12414 27.16899
H 3.05462 7.51106 26.23329
H 2.96573 6.42307 28.30039
H 3.11262 9.02191 29.94626
H 4.21013 7.74602 29.83007
H 2.89280 6.59536 32.72584
H 3.03100 8.36709 32.57789
H 4.28557 7.21502 31.94947
H 0.86935 8.49978 28.04019
H 0.93655 7.24723 27.21968
```

Atomic partial charges in e from the Mulliken method, atoms 1 to 8: -0.63, 0.31, 0.32, -0.63, 0.32, 0.32, -0.63, 0.31